47
Properties=species:S:1:pos:R:3 method="wB97M-V/def2-TZVPD" e_lumo_ev="-0.815 / -0.857" multiplicity=2 s2=0.769 energy_ev=-149083.8211 fmax_ev_per_a=3.58 homo_energy_ev="-6.262 / -7.316"
Rh -0.396 -0.228 0.308
Br -0.536 7.214 0.427
C -0.722 5.344 0.145
C -1.983 4.824 -0.153
C -2.109 3.479 -0.406
C -1.005 2.592 -0.372
O -1.157 1.391 -0.780
C 0.277 3.139 0.050
C 1.426 2.342 0.217
N 1.450 1.016 0.209
C 2.582 0.298 0.362
C 3.876 0.815 0.618
C 4.953 -0.028 0.775
C 4.818 -1.405 0.691
C 3.563 -1.980 0.433
C 3.335 -3.371 0.364
C 2.065 -3.837 0.088
C 1.035 -2.930 -0.113
N 1.222 -1.618 -0.006
C 2.439 -1.124 0.263
C 0.381 4.526 0.256
H -2.849 5.468 -0.181
H -3.072 3.057 -0.651
H 2.351 2.884 0.387
H 4.027 1.878 0.718
H 5.922 0.396 0.984
H 5.667 -2.052 0.835
H 4.153 -4.057 0.532
H 1.863 -4.896 0.022
H 0.036 -3.251 -0.377
H 1.335 4.947 0.535
Cl -0.420 2.081 3.331
Si -0.450 0.092 2.684
Cl 1.346 -0.633 3.526
Cl -1.887 -0.801 3.925
O -1.731 -1.914 -0.155
N -2.868 -2.474 0.094
C -3.848 -2.473 -0.846
C -5.033 -3.126 -0.628
C -5.254 -3.794 0.573
C -4.248 -3.760 1.535
C -3.073 -3.100 1.280
H -3.625 -1.942 -1.759
H -5.785 -3.123 -1.400
H -6.179 -4.310 0.759
H -4.375 -4.255 2.484
H -2.262 -3.028 1.990